ORCA calculation (ωB97M-V/def2-TZVPD) on a molecular structure, C5H14N2 at a distorted geometry.

Output
- ⟨S²⟩: 0.755
- 2S+1: 2
- Total charge: -1
- HOMO (spin up / spin down): -0.04556 / -0.06832 Eh
- Frontier orbital gap (spin up / spin down): 5.0 / 5.7 eV

Last column: natural (NBO) charge in e.
Atoms and positions in Å:
1 C -2.31897 -1.00270 1.47437  -0.630
2 C -1.07073 -1.32877 0.61398  -0.223
3 N -1.25679 -0.34447 -0.49347  -0.686
4 C -0.63712 0.94034 -0.14533  -0.217
5 C 0.98348 1.05012 -0.58294  -0.290
6 N 1.40041 -0.03176 -1.54861  -0.804
7 C 2.71449 0.55773 -1.36989  -0.272
8 H -2.57967 -1.85146 2.08438  0.181
9 H -2.13910 -0.12995 2.07298  0.200
10 H -3.10260 -0.85883 0.72458  0.220
11 H -0.09759 -1.11145 1.17460  0.180
12 H -1.04506 -2.35305 0.08820  0.189
13 H -0.88492 1.05147 0.99048  0.139
14 H -1.29565 1.75534 -0.59106  0.149
15 H 2.10753 0.62398 6.11648  0.018
16 H 1.23726 0.96803 0.53650  0.121
17 H 0.91804 2.17368 -0.75582  0.142
18 H -0.79184 -0.53791 -1.36990  0.392
19 H 3.56770 -0.00196 -1.08711  0.112
20 H 2.02120 0.71059 6.98622  -0.018
21 H 2.90030 1.36727 -2.07008  0.098


ORCA calculation (ωB97M-V/def2-TZVPD) on a molecular structure, C3H5NO.

Output
- HOMO: -0.32231 Eh
- Frontier orbital gap: 8.7 eV

Last column: natural (NBO) charge in e.
Atoms and positions in Å:
1 O 2.16185 -0.42350 0.40628  -0.464
2 C 1.00393 -0.14478 0.46061  0.498
3 C 0.21048 1.19077 0.34290  -0.351
4 N -0.91777 0.25504 0.41590  -0.536
5 C -0.34993 -0.93019 0.59712  0.029
6 H 0.27828 1.86658 1.20085  0.213
7 H 0.31257 1.74171 -0.59627  0.212
8 H -1.91118 0.45251 0.37637  0.410
9 H -0.48347 -2.06107 -1.24371  0.012
10 H -0.30475 -1.94707 -1.96006  -0.023


ORCA calculation (ωB97M-V/def2-TZVPD) on a single C2H5NO2 molecule at a distorted geometry.

Output
- HOMO: -0.36843 Eh
- Structure (SMILES): CNC(=O)O
- Frontier orbital gap: 10.6 eV

Last column: natural (NBO) charge in e.
Atoms and positions in Å:
1 C -0.73191 -0.90533 0.21353  -0.435
2 N 0.44018 -0.20155 0.57971  -0.678
3 C 0.88634 1.06672 0.06992  0.903
4 O 1.97290 1.46009 0.35464  -0.577
5 O 0.03037 1.48860 -0.91913  -0.702
6 H -1.27759 -1.39935 1.00393  0.222
7 H -0.66516 -1.46611 -0.72726  0.183
8 H -1.46270 -0.09870 -0.00496  0.197
9 H 1.30533 -0.71875 0.71645  0.395
10 H -0.49775 0.77439 -1.28683  0.491


ORCA calculation (ωB97M-V/def2-TZVPD) on a molecular structure, C14H24AgBrF6N7OPSbSe4 at a distorted geometry.

Output
- ⟨S²⟩: 0.755
- 2S+1: 2
- Total charge: -2
- HOMO (spin up / spin down): -0.08965 / -0.08937 Eh
- Frontier orbital gap (spin up / spin down): 5.5 / 5.5 eV

Last column: natural (NBO) charge in e.
Atoms and positions in Å:
1 Ag -13.93641 -2.64704 6.92149  0.651
2 C -17.64686 -3.74164 8.77402  -0.419
3 N -18.19364 -2.46989 9.30360  -0.461
4 C -17.98905 -2.37719 10.72516  -0.419
5 C -17.83159 -1.30778 8.58571  0.602
6 N -17.22338 -1.42788 7.48379  -0.755
7 N -18.21932 -0.11039 9.25353  -0.473
8 C -19.51662 -0.04832 9.84440  -0.416
9 C -17.90227 1.19540 8.65296  -0.410
10 H -18.29629 -4.59056 9.08363  0.197
11 H -16.60422 -3.93541 9.12713  0.208
12 H -17.69948 -3.72330 7.68849  0.243
13 H -16.91080 -2.57376 10.98239  0.202
14 H -18.56932 -3.19559 11.16802  0.192
15 H -18.35490 -1.42704 11.12771  0.199
16 H -17.20909 -0.59115 6.97067  0.339
17 H -19.98395 -1.01310 10.11498  0.228
18 H -20.24009 0.45032 9.15015  0.167
19 H -19.44951 0.55542 10.71201  0.184
20 H -16.87735 1.19298 8.31522  0.229
21 H -18.00698 1.98277 9.43253  0.192
22 H -18.56841 1.43954 7.84114  0.174
23 F -11.14789 -2.77759 8.45627  -0.621
24 P -9.54821 -3.15196 8.31534  2.604
25 F -7.93101 -3.44122 8.20994  -0.598
26 F -9.37680 -2.87885 9.89008  -0.593
27 F -9.76807 -3.42438 6.74257  -0.595
28 F -9.85073 -4.67567 8.62873  -0.576
29 F -9.26867 -1.60053 7.97028  -0.607
30 C -9.81859 0.77176 4.92553  -0.416
31 N -11.30230 0.68509 4.83078  -0.414
32 C -12.09318 1.82533 4.37307  -0.338
33 C -13.31120 1.87127 5.26680  0.642
34 O -14.35710 2.45237 5.11339  -0.601
35 N -13.05846 0.91878 6.27843  -0.611
36 C -11.96418 0.28684 5.90806  0.609
37 N -11.72046 -0.88380 6.45324  -0.803
38 H -9.51651 0.32916 5.89411  0.239
39 H -9.53483 1.81397 4.81816  0.189
40 H -9.30642 0.19372 4.14217  0.204
41 H -12.43262 1.52692 3.37217  0.223
42 H -11.55229 2.74700 4.31514  0.209
43 H -11.76499 -0.83880 7.45182  0.428
44 H -11.08097 -1.58922 6.07196  0.442
45 Br -10.92878 -2.57641 13.77461  0.034
46 C -12.29336 -2.53780 12.45808  -0.030
47 C -13.15990 -1.47124 12.49161  -0.308
48 C -14.12544 -1.40885 11.52246  0.033
49 N -14.24192 -2.33827 10.54521  -0.440
50 C -13.37257 -3.33789 10.57792  0.070
51 C -12.35343 -3.49372 11.50026  -0.259
52 H -13.11351 -0.72320 13.24418  0.220
53 H -14.85997 -0.62287 11.47292  0.192
54 H -13.47368 -4.02386 9.72353  0.228
55 H -11.67805 -4.33182 11.48864  0.256
56 Se -17.02793 -8.93300 6.91026  -0.635
57 Sb -15.31489 -9.40743 8.52993  0.943
58 Se -14.11883 -4.70923 5.79057  -0.667
59 Se -14.89479 -8.34000 10.58617  -0.638
60 Se -13.12455 -9.78230 7.01319  -0.670


ORCA calculation (ωB97M-V/def2-TZVPD) on a molecular structure, C22H31N3O4S at a distorted geometry.

Output
- HOMO: -0.28515 Eh
- Frontier orbital gap: 8.0 eV

Last column: natural (NBO) charge in e.
Atoms and positions in Å:
1 C 6.97553 4.93983 3.36656  -0.573
2 H 6.25197 5.64605 2.97171  0.203
3 H 6.45652 4.13760 4.03750  0.215
4 H 7.87354 5.35825 3.74256  0.204
5 C 7.46081 4.15254 1.86263  -0.432
6 C 6.27486 3.60908 1.42272  0.049
7 C 5.55076 4.39300 0.49984  -0.209
8 C 4.55408 3.59008 -0.23781  -0.116
9 C 4.10185 2.36783 0.19651  -0.192
10 C 4.64252 1.70566 1.20940  -0.110
11 C 5.93208 2.15179 1.96778  -0.207
12 H 6.50556 1.65582 2.58996  0.192
13 H 4.27539 0.80069 1.35161  0.204
14 C 2.83142 1.75495 -0.27145  0.530
15 N 2.35844 0.62254 -0.16251  -0.489
16 C 1.19637 0.65224 -0.77530  0.074
17 C 0.99169 1.77468 -1.70202  0.276
18 O 2.11927 2.55968 -1.27749  -0.466
19 C 0.11001 1.93166 -2.66241  -0.706
20 H -0.86733 2.22750 -2.07139  0.311
21 H 0.13053 1.35616 -3.53445  0.249
22 H 0.49017 3.12057 -2.87357  0.240
23 C 0.35854 -0.70266 -0.67526  -0.666
24 H 0.83964 -1.47824 -0.94639  0.221
25 H -0.41419 -0.73523 -1.43822  0.237
26 S -0.11542 -1.03381 0.99260  1.441
27 O -1.17041 -1.90206 0.86902  -1.041
28 C -0.96056 0.45821 1.34584  -0.821
29 C -2.14257 0.88831 0.36659  0.710
30 O -2.25436 1.72594 -0.48262  -0.617
31 N -3.03189 -0.28016 0.42747  -0.627
32 C -4.12755 -0.28837 -0.62840  -0.213
33 H -4.45263 0.70456 -0.81633  0.223
34 C -3.90771 -1.06170 -1.81904  -0.432
35 H -3.09238 -0.62842 -2.35379  0.212
36 H -4.74813 -1.35570 -2.20714  0.210
37 C -3.38623 -2.65632 -1.44798  -0.278
38 N -4.48738 -3.03213 -0.13427  -0.405
39 C -3.76553 -4.04009 0.66696  -0.315
40 C -3.41389 -5.40508 0.22135  0.019
41 O -4.86058 -5.92041 -0.40773  -0.555
42 C -5.21075 -5.04307 -1.23144  0.021
43 C -5.49701 -3.66519 -0.93965  -0.328
44 H -5.95883 -2.99824 -1.81217  0.220
45 H -6.16894 -3.85291 -0.17709  0.192
46 H -6.31073 -5.71580 -1.87921  0.129
47 H -4.68113 -5.06896 -2.37942  0.096
48 H -3.35709 -6.06002 0.76016  0.130
49 H -2.68521 -5.48448 -0.76179  0.178
50 H -2.75530 -3.54185 1.10218  0.246
51 H -4.48695 -4.18884 1.43596  0.206
52 H -2.44896 -2.56995 -0.84033  0.224
53 H -3.40354 -3.36875 -2.28673  0.207
54 H -5.17684 -0.63145 0.04293  0.193
55 H -3.03909 -0.98518 0.96006  0.389
56 H -1.47759 0.53481 2.51601  0.280
57 H -0.27467 1.45234 1.11033  0.272
58 H 3.99285 4.24770 -0.87189  0.219
59 H 5.96647 5.07490 0.18097  0.151
60 H 7.91990 3.37015 2.62116  0.218
61 H 7.97060 4.72993 1.26689  0.207


ORCA calculation (ωB97M-V/def2-TZVPD) on 2 unconnected molecules or ions with the total composition C10H24NSi at a distorted geometry.

Output
- Total charge: +1
- HOMO: -0.49641 Eh
- Frontier orbital gap: 8.8 eV

Last column: natural (NBO) charge in e.
Atoms and positions in Å:
1 C -0.32895 2.71338 0.01861  -0.397
2 C 0.40641 1.79717 -0.89700  -0.621
3 C -1.75980 2.81682 -0.29107  -0.789
4 C -0.40779 0.57323 -0.98610  0.183
5 C -0.59446 -0.11787 -3.45764  -0.560
6 C -0.65019 -1.94986 2.54921  -0.630
7 C 2.63394 -1.11537 1.94668  -0.606
8 C -0.06967 -0.49360 -2.01448  -0.540
9 C -0.28519 -1.87950 1.09625  -0.246
10 C 1.91038 -0.97710 0.59746  -0.224
11 N 0.46723 -0.72051 0.77034  -0.539
12 Si -2.15948 0.87702 -0.20360  1.069
13 H -0.16664 2.15828 1.10846  0.173
14 H 0.20219 3.66294 -0.02357  0.248
15 H 0.78961 2.26076 -1.94810  0.288
16 H 1.40576 1.54977 -0.47630  0.277
17 H -2.23692 3.53190 0.38632  0.268
18 H -1.99135 3.23317 -1.33041  0.249
19 H -0.13605 0.81886 -3.74848  0.204
20 H -1.60644 0.10860 -3.38317  0.214
21 H -0.21801 -0.82634 -4.07331  0.235
22 H -1.26434 -1.13793 2.75818  0.211
23 H -1.14958 -2.99687 2.82391  0.243
24 H 0.18364 -2.08693 3.19972  0.223
25 H 2.20670 -1.89834 2.48426  0.213
26 H 3.66112 -1.31049 1.85847  0.244
27 H 2.22713 -0.17748 2.47959  0.199
28 H 0.98453 -0.74672 -2.04575  0.226
29 H -0.50166 -1.45556 -1.77777  0.228
30 H -1.23806 -2.04044 0.49192  0.208
31 H 0.34768 -2.81921 0.75548  0.222
32 H 2.04243 -1.92178 -0.08936  0.214
33 H 2.37731 -0.18772 -0.14510  0.202
34 H 0.38045 0.08622 1.44372  0.395
35 H -2.31593 0.52461 1.12410  -0.157
36 H -3.14603 0.14688 -1.00149  -0.125


ORCA calculation (ωB97M-V/def2-TZVPD) on 2 unconnected molecules or ions with the total composition CHN4O2 at a distorted geometry.

Output
- Total charge: -1
- HOMO (spin up / spin down): -0.12327 / -0.12331 Eh
- Frontier orbital gap (spin up / spin down): 6.6 / 6.6 eV

Last column: natural (NBO) charge in e.
Atoms and positions in Å:
1 C -0.13584 0.00649 -0.04960  0.605
2 N 1.99789 -0.41781 -0.61430  -0.259
3 N 0.50787 -0.78583 -0.70590  -0.470
4 N 1.43809 1.40597 0.58243  -0.160
5 N 2.05354 0.65371 -0.00510  0.103
6 O -2.61899 -0.35868 0.40900  -0.906
7 O -1.01784 0.59276 0.46121  -0.313
8 H -2.22471 -1.09662 -0.07774  0.401


ORCA calculation (ωB97M-V/def2-TZVPD) on a single C5H9N molecule at a distorted geometry.

Output
- HOMO: -0.26276 Eh
- Structure (SMILES): C=C/C(N)=C/C
- Frontier orbital gap: 7.9 eV

Last column: natural (NBO) charge in e.
Atoms and positions in Å:
1 C 1.60276 -0.86716 -1.36932  -0.319
2 C 0.32120 -1.14030 -1.15074  -0.264
3 C -0.34982 -0.57957 0.06934  0.176
4 N -1.73293 -0.70641 -0.03338  -0.799
5 C 0.22388 0.20756 1.01501  -0.347
6 C -0.20978 1.64156 1.22307  -0.624
7 H 2.21816 -0.39999 -0.60982  0.203
8 H 2.10023 -1.12994 -2.29708  0.196
9 H -0.10097 -2.07938 -1.50440  0.212
10 H -2.25504 0.00309 0.45421  0.386
11 H -2.11363 -1.10929 -0.87097  0.380
12 H 1.20028 -0.00613 1.43331  0.195
13 H -1.20117 1.83903 0.80786  0.194
14 H 0.42994 2.28179 0.59809  0.204
15 H -0.13311 2.04516 2.23480  0.208


ORCA calculation (ωB97M-V/def2-TZVPD) on a single C6H11N3O2 molecule at a distorted geometry.

Output
- ⟨S²⟩: 2.016
- 2S+1: 3
- HOMO (spin up / spin down): -0.18932 / -0.32829 Eh
- Frontier orbital gap (spin up / spin down): 5.8 / 6.9 eV

Last column: natural (NBO) charge in e.
Atoms and positions in Å:
1 C -0.44622 -1.75464 0.30349  0.000
2 C -0.70938 -0.58953 -0.29294  0.135
3 C 0.51570 -0.25557 1.74261  0.151
4 C 0.17632 0.27631 -2.60002  -0.602
5 C -1.04237 1.62653 1.02795  -0.423
6 C -0.98777 -0.12395 -1.64848  -0.447
7 N 0.10440 -1.60726 1.61424  -0.530
8 N -0.30132 0.47330 0.64542  -0.300
9 N 2.06527 0.06110 1.23613  0.350
10 O 2.43413 -0.67046 0.36673  -0.486
11 O 2.57626 1.02199 1.78325  -0.511
12 H -0.48920 -2.83978 -0.02144  0.235
13 H 0.53278 0.26133 2.76386  0.248
14 H 0.96010 0.86941 -1.95756  0.229
15 H -0.41706 0.83462 -3.38711  0.218
16 H 0.81951 -0.54862 -2.90810  0.224
17 H -1.72267 1.19496 1.80930  0.205
18 H -0.21584 2.25377 1.46009  0.245
19 H -1.51040 2.02915 0.10813  0.218
20 H -1.43051 -0.95890 -2.26542  0.225
21 H -1.65288 0.69550 -1.63280  0.213
22 H 0.74117 -2.24927 1.85269  0.401


ORCA calculation (ωB97M-V/def2-TZVPD) on 2 unconnected molecules or ions with the total composition C6H16O2 at a distorted geometry.

Output
- HOMO: -0.36545 Eh
- Structure (SMILES): CC(C)(O)O.CCC
- Frontier orbital gap: 10.8 eV

Last column: natural (NBO) charge in e.
Atoms and positions in Å:
1 C -1.15145 -0.27462 1.04591  -0.687
2 C -0.30562 1.05151 1.56608  0.535
3 C 0.88691 0.57827 2.38052  -0.655
4 O -1.14525 1.80493 2.38643  -0.716
5 O 0.03612 1.79337 0.44783  -0.731
6 H -1.61471 -0.63477 1.96130  0.216
7 H -1.93665 0.05813 0.37138  0.214
8 H -0.55758 -1.11413 0.69883  0.209
9 H 0.54856 -0.00496 3.23201  0.230
10 H 1.53694 -0.03900 1.76562  0.208
11 H 1.44485 1.44046 2.74488  0.221
12 H -1.77441 2.26878 1.82170  0.478
13 H 1.00033 1.66096 0.19670  0.489
14 C 1.33310 -1.36161 -1.42095  -0.608
15 C 0.41719 -0.18066 -1.73169  -0.436
16 C -0.85628 -0.61494 -2.45363  -0.605
17 H 2.23109 -1.02727 -0.90335  0.198
18 H 0.81978 -2.09040 -0.79460  0.196
19 H 1.63945 -1.87152 -2.33405  0.202
20 H 0.95682 0.51801 -2.37797  0.195
21 H 0.04457 0.20373 -0.71927  0.242
22 H -1.42348 -1.30541 -1.83172  0.198
23 H -1.49539 0.24393 -2.64989  0.207
24 H -0.63489 -1.10278 -3.40209  0.199


ORCA calculation (ωB97M-V/def2-TZVPD) on 2 unconnected molecules or ions with the total composition C4H11N3O2 at a distorted geometry.

Output
- HOMO: -0.32632 Eh
- Structure (SMILES): [H]/N=C(\N)NC.CC(=O)O
- Frontier orbital gap: 9.5 eV

Last column: natural (NBO) charge in e.
Atoms and positions in Å:
1 H 1.51286 1.65452 2.28157  0.375
2 N 1.15022 1.77500 1.32258  -0.756
3 C 1.46928 0.93095 0.47575  0.582
4 N 1.97889 -0.28343 1.01383  -0.916
5 N 1.18226 0.89569 -0.93160  -0.637
6 C 0.68920 2.26292 -1.47534  -0.418
7 H 2.70504 -0.73812 0.33101  0.346
8 H 1.36225 -1.14062 1.04653  0.410
9 H 1.31379 0.14295 -1.48367  0.396
10 H 0.30289 2.15565 -2.52845  0.199
11 H 1.43008 3.01460 -1.33494  0.200
12 H -0.09549 2.71986 -0.92697  0.213
13 C -2.50175 -2.22358 -0.09699  -0.751
14 C -1.39109 -1.44736 0.38597  0.785
15 O -0.26016 -1.52657 0.11924  -0.613
16 O -1.79726 -0.40600 1.15969  -0.682
17 H -1.96239 -2.38054 -1.21124  0.243
18 H -3.55803 -1.85801 -0.18602  0.259
19 H -2.71125 -3.25037 0.26640  0.265
20 H -0.81934 -0.29755 1.77264  0.501


ORCA calculation (ωB97M-V/def2-TZVPD) on 2 unconnected molecules or ions with the total composition C3H9NOS2 at a distorted geometry.

Output
- HOMO: -0.29695 Eh
- Frontier orbital gap: 8.6 eV

Last column: natural (NBO) charge in e.
Atoms and positions in Å:
1 C -3.26738 -1.05319 0.02572  -0.826
2 C 2.47868 0.62047 -0.13176  0.023
3 C 1.70996 1.22025 0.79634  -0.584
4 N 2.54223 -0.70286 -0.45631  -0.817
5 O -0.73891 -1.14655 0.27408  -0.975
6 S -1.60137 1.49643 -0.54618  -0.311
7 S -1.65873 -0.63900 -0.72763  1.173
8 H -3.55763 -0.02634 0.49509  0.241
9 H -4.07676 -1.36745 -0.60288  0.236
10 H -3.02886 -1.74897 0.75558  0.250
11 H 3.17166 1.24908 -0.63268  0.183
12 H -0.23136 1.72154 -0.52230  0.196
13 H 0.96358 0.54621 1.27284  0.220
14 H 1.70062 2.31948 0.80844  0.212
15 H 3.39366 -1.00815 -0.95536  0.379
16 H 2.20065 -1.48096 0.14700  0.401


The E_tot results, record by record, are as follows: -308.17233 -247.15025 -284.43598 -14514.19398 -1719.54332 -739.28025 -408.02102 -250.57071 -549.68138 -388.65659 -473.66746 -1045.98996 Ha.